A 4-piece molecular cluster, C36H74N6O10 overall. Source: the OMol25 dataset; level of theory: ωB97M-V/def2-TZVPD.

```
126
Properties=species:S:1:pos:R:3:forces:R:3
C 1.86804 3.71082 0.34056 0.820 0.103 -1.207
N 0.90262 4.52241 1.17529 -0.203 -2.912 1.302
C 1.59934 5.58235 1.99926 -0.232 0.850 0.214
C -0.04061 3.66653 1.99043 -4.545 3.852 2.372
O -1.12298 4.29517 2.51414 6.482 -3.897 -3.065
C 0.11354 2.06671 2.31306 -0.534 -0.426 -0.271
C 0.84040 1.70945 3.73824 2.486 -2.936 0.063
C 1.71687 0.50612 3.77918 -1.387 2.393 1.248
N 2.04303 -0.41189 2.62220 1.473 1.202 2.284
C 2.41232 0.12098 5.24772 3.013 -1.342 0.939
O 3.62975 -0.41612 5.37882 -7.405 2.998 -0.986
C 1.43133 0.42661 6.56710 -1.837 2.833 -0.010
C 1.45786 -0.62870 7.82070 0.771 -0.800 -1.562
C 0.98379 -2.10151 7.18525 -0.266 0.950 -0.805
C -0.53526 -1.89669 6.53602 -0.443 -1.352 0.388
O -0.51741 -1.71093 5.06378 -1.102 -1.672 0.666
C 0.57059 1.64220 6.54830 2.005 -2.407 -1.051
C -0.44533 2.08070 7.75617 -0.649 -0.461 -0.318
C 0.25733 2.30691 9.21798 -0.117 0.398 0.219
C 1.87366 2.56899 9.18759 -0.058 0.422 1.678
C 2.29626 3.59751 10.43720 1.189 0.118 -0.734
C 3.63393 3.02297 11.25756 -0.261 0.651 -0.194
N 4.93669 3.43395 10.54148 0.085 -0.962 1.069
C 0.65403 2.55944 5.15201 -0.555 4.182 -0.148
O 0.54593 3.89132 5.14937 0.627 -8.152 0.103
H 1.36320 2.81932 -0.24649 0.732 1.958 1.316
H 2.77674 3.27116 0.93372 -1.564 0.819 -0.834
H 2.30837 4.45273 -0.48436 -0.904 -1.630 1.814
H 2.34810 5.04944 2.72993 -1.349 1.293 -1.160
H 2.19437 6.32281 1.27829 -1.336 -1.763 1.499
H 0.75821 6.21020 2.56736 2.062 -1.579 -1.145
H -0.99279 1.62406 2.38380 2.351 1.265 -0.055
H 0.62180 1.46168 1.42362 -0.824 1.415 2.155
H 2.33834 -1.32906 3.07273 -0.554 1.459 -0.688
H 2.96331 -0.03556 2.24062 -1.481 -0.589 0.399
H 0.70882 -0.39435 8.68826 1.619 -0.010 -1.777
H 2.59452 -0.68949 8.17821 -2.612 0.099 -0.556
H 0.99494 -2.93222 8.00923 -0.116 1.634 -1.566
H 1.69268 -2.42664 6.28349 -1.475 0.721 2.085
H -1.14330 -2.90258 6.72342 1.176 2.249 -0.043
H -1.11224 -0.97947 6.99908 1.279 -1.849 -0.736
H -1.15383 -2.40294 4.66499 1.649 1.769 1.062
H -1.23384 1.19331 7.87635 1.711 1.826 -0.392
H -1.11097 3.02919 7.46859 1.874 -2.067 0.336
H 0.01519 1.37821 9.91337 0.624 1.918 -1.437
H -0.26866 3.23473 9.73553 1.072 -1.906 -1.178
H 2.28179 3.08037 8.21754 -0.980 -1.437 1.697
H 2.39418 1.54313 9.45364 -0.854 2.090 -1.068
H 1.40003 3.84758 11.14686 1.717 -0.724 -1.220
H 2.66024 4.61790 9.93821 -0.868 -2.129 1.203
H 3.64571 1.84765 11.28734 -0.383 2.351 0.286
H 3.62593 3.52998 12.31547 -0.086 -1.382 -1.795
H 5.43812 4.16524 11.09506 -0.691 -0.964 -0.672
H 5.59426 2.60288 10.48623 -1.182 1.481 0.182
C 0.51887 2.33201 -3.09517 0.134 -0.128 0.246
O 0.03068 1.49649 -2.05474 -0.148 0.401 -0.200
C -1.38633 1.56894 -1.86987 -0.242 -0.590 0.220
C -2.07958 0.29451 -2.38222 0.400 0.571 -0.404
N -2.03821 0.21244 -3.84658 0.014 -0.192 0.299
C -2.38143 -1.10964 -4.38543 0.315 0.063 -0.027
C -1.53239 -2.32001 -3.93626 -0.194 0.056 -0.542
O -0.19294 -2.31902 -4.43303 -0.297 0.002 0.405
C 0.70277 -1.48307 -3.71549 0.202 -0.318 -0.338
H 1.60584 2.39625 -3.00056 -0.112 -0.080 0.084
H 0.29354 1.90939 -4.07522 -0.061 0.138 -0.174
H 0.10685 3.34324 -3.02069 -0.026 -0.052 -0.056
H -1.81611 2.47436 -2.31818 0.163 -0.174 -0.110
H -1.55112 1.63296 -0.78877 -0.020 0.009 -0.062
H -3.12257 0.29030 -2.04913 0.026 0.019 -0.035
H -1.57156 -0.55589 -1.92155 0.001 -0.043 0.253
H -1.10841 0.45264 -4.16910 -0.120 -0.004 0.098
H -2.29495 -1.02809 -5.47623 -0.074 -0.138 0.165
H -3.43624 -1.31335 -4.16886 0.127 -0.006 0.003
H -2.00152 -3.21220 -4.36480 0.067 0.081 -0.037
H -1.54663 -2.47034 -2.85234 0.138 0.159 0.086
H 0.48826 -1.46433 -2.64415 -0.078 0.096 -0.034
H 0.68556 -0.47884 -4.13319 0.051 0.264 0.201
H 1.71773 -1.86997 -3.85453 -0.159 -0.047 0.009
C 4.17713 -3.11700 -5.58483 -0.175 0.156 0.250
O 4.66962 -2.27954 -4.54800 0.238 -0.403 -0.215
C 6.07116 -2.42692 -4.30037 0.163 0.596 0.208
C 6.85794 -1.21009 -4.81765 -0.395 -0.564 -0.375
N 6.88202 -1.17011 -6.28415 0.029 0.230 0.265
C 7.32352 0.11339 -6.84429 -0.377 -0.086 -0.070
C 6.52845 1.38315 -6.46590 0.182 -0.034 -0.516
O 5.21291 1.44339 -7.01964 0.313 -0.038 0.437
C 4.24119 0.68185 -6.31834 -0.142 0.295 -0.352
H 3.08529 -3.11638 -5.53533 0.122 0.064 0.079
H 4.46699 -2.73772 -6.56564 0.064 -0.152 -0.180
H 4.52621 -4.14733 -5.46460 0.032 0.053 -0.062
H 6.46574 -3.36848 -4.70442 -0.138 0.178 -0.139
H 6.18710 -2.46749 -3.21182 0.015 0.007 -0.079
H 7.88475 -1.25519 -4.44024 -0.028 -0.010 -0.038
H 6.38161 -0.31861 -4.40310 -0.004 0.041 0.244
H 5.95396 -1.36664 -6.63959 0.119 -0.001 0.093
H 7.27764 0.00394 -7.93511 0.037 0.130 0.151
H 8.37854 0.26318 -6.58828 -0.080 0.049 0.089
H 7.06599 2.23382 -6.89851 -0.090 -0.075 -0.025
H 6.50657 1.56513 -5.38698 -0.134 -0.155 0.068
H 4.40975 0.68334 -5.23865 0.080 -0.105 -0.021
H 4.21724 -0.33390 -6.70683 -0.085 -0.235 0.215
H 3.25707 1.12151 -6.51163 0.191 0.056 -0.018
C -9.04899 -2.91124 -1.90131 0.167 -0.314 0.046
O -8.82325 -4.06843 -2.69431 -0.418 0.335 0.013
C -9.73543 -4.20875 -3.78775 0.355 -0.312 -0.445
C -9.04549 -3.90674 -5.12941 -0.181 0.457 0.608
N -8.73567 -2.47895 -5.26446 0.127 -0.306 -0.127
C -7.79953 -2.16622 -6.35162 0.143 0.079 0.365
C -6.40568 -2.83260 -6.32433 -0.043 0.504 -0.212
O -5.55048 -2.37087 -5.27727 -0.261 -0.399 -0.170
C -5.80318 -2.95396 -4.00757 0.337 0.255 -0.090
H -8.48046 -3.01610 -0.97375 -0.029 -0.100 -0.149
H -8.69572 -2.01306 -2.40958 -0.127 0.215 0.017
H -10.10770 -2.80375 -1.64544 0.039 0.058 -0.059
H -10.64144 -3.60390 -3.65072 0.246 0.094 0.012
H -10.04521 -5.25947 -3.79507 0.016 0.080 -0.019
H -9.70059 -4.21391 -5.95116 0.015 0.038 0.028
H -8.13962 -4.51602 -5.17009 -0.015 -0.248 -0.003
H -8.33655 -2.13962 -4.39739 -0.086 -0.082 -0.097
H -7.65018 -1.07951 -6.32458 0.058 -0.172 -0.092
H -8.28477 -2.39235 -7.30789 0.070 -0.102 0.050
H -5.90273 -2.55267 -7.25622 -0.007 0.037 0.119
H -6.45698 -3.92575 -6.33302 -0.065 -0.037 0.204
H -6.10435 -4.00175 -4.08223 -0.109 0.059 -0.006
H -6.55201 -2.37100 -3.47591 -0.189 -0.161 0.209
H -4.88142 -2.90401 -3.41848 -0.048 -0.012 -0.167
```
Forces are in eV/Å.

Net charge: 0
SMILES: CN(C)C(=O)CC1=C(N)C(=O)C(CCCO)=C(CCCCCN)C1=O.COCCNCCOC.COCCNCCOC.COCCNCCOC

=====

A 3-piece molecular cluster, C8H7ClO3S overall. Source: the OMol25 dataset; level of theory: ωB97M-V/def2-TZVPD.

```
20
Properties=species:S:1:pos:R:3:forces:R:3
C -0.88379 2.34675 0.76744 -0.604 1.602 0.511
C -3.13149 0.19059 -0.90908 0.567 1.723 -1.885
C 1.51368 0.83311 -0.31709 2.266 -3.254 -1.103
C 1.55167 0.12377 1.05123 -1.166 -0.186 0.284
C 0.51141 -1.35932 -1.17487 -0.163 -0.221 2.156
C 0.27831 0.14218 -0.99037 2.326 -1.487 0.571
C 0.18788 -0.70248 0.99787 2.660 3.331 -3.967
C 0.44050 -1.83227 0.06463 -0.624 0.206 0.397
O -1.95188 2.53521 1.09816 0.408 -0.369 -0.167
O -2.74885 0.74822 -1.86895 -0.463 -1.246 1.460
O -0.55962 0.21160 0.17517 -1.279 -1.355 -1.354
S -3.71251 -0.39671 0.39388 -0.324 -0.573 0.465
Cl 0.44968 -3.37633 0.76294 0.312 -0.816 -0.186
H 1.27114 1.83808 -0.31380 -0.286 1.961 0.710
H 2.54605 0.73368 -0.72833 -0.988 -0.078 -0.589
H 2.24479 -0.66122 1.34577 1.034 0.563 -0.664
H 1.61378 0.96416 1.72868 -0.465 -0.336 1.001
H 0.62998 -2.00037 -2.00430 0.240 0.004 -1.153
H 0.00004 0.47197 -1.95116 -1.241 1.542 -0.477
H -0.25078 -0.81064 1.87219 -2.212 -1.012 3.991
```
Forces are in eV/Å.

Net charge: 0

=====

C5H55BO27P as an isolated structure. Source: the OMol25 dataset; level of theory: ωB97M-V/def2-TZVPD.

```
89
Properties=species:S:1:pos:R:3:forces:R:3
C 3.63702 -1.48930 -0.35685 -0.253 0.916 0.197
C 2.54000 -0.46342 -0.71864 0.162 -0.622 0.283
O 2.82685 0.23805 -1.91868 -0.347 0.238 0.054
C 1.15356 -1.14263 -0.87882 -0.387 0.760 0.380
P -0.03540 -0.21361 0.10659 0.801 -0.828 -0.653
C -1.56505 -1.12138 0.27927 -0.397 -0.396 0.061
C -2.40720 -1.05216 -0.97832 -0.137 0.453 0.099
O -2.12316 -1.56880 -2.02812 0.272 -0.026 0.093
O -3.47987 -0.27802 -0.79667 0.267 0.027 -0.248
O -0.23018 1.15695 -0.65108 -0.324 -0.436 0.814
B -1.38990 1.91702 -0.31401 -0.639 1.219 -0.730
O -1.83060 2.00046 0.98010 -0.007 -0.335 -0.340
O -2.02230 2.53844 -1.34081 0.889 0.249 0.574
H 4.34817 -1.54749 -1.17666 0.004 -0.322 0.008
H 3.23875 -2.46092 -0.08939 0.048 -0.149 -0.238
H 4.17200 -1.11778 0.51850 0.191 -0.091 -0.068
H 2.47538 0.26197 0.10340 0.014 0.066 -0.051
H 3.22801 1.08319 -1.68359 0.271 -0.087 -0.138
H 0.81406 -1.10215 -1.91492 0.039 -0.133 -0.003
H 1.10527 -2.16991 -0.52021 0.189 -0.084 -0.062
H 0.53061 -0.07227 1.37842 -0.214 0.244 -0.010
H -1.27395 -2.16808 0.41062 0.112 0.013 0.057
H -2.12776 -0.83617 1.17635 0.082 0.046 -0.165
H -3.88150 -0.13286 -1.67301 -0.192 -0.053 0.098
H -1.31094 2.63118 1.49595 0.059 -0.345 0.350
H -1.33771 2.88419 -1.94044 -0.468 -0.338 -0.625
O -1.01541 1.73417 -4.65995 -0.823 2.155 0.379
H -0.80773 0.82141 -4.41458 0.055 0.136 -0.477
H -1.76507 1.64505 -5.26142 0.110 0.249 0.006
O 1.37028 2.49055 -3.21402 -0.037 0.026 0.011
H 1.61019 1.61030 -2.90280 0.103 -0.157 0.060
H 0.57357 2.35056 -3.74952 -0.206 0.208 -0.198
O 5.12158 -3.98136 -0.07508 0.009 0.173 -0.059
H 6.07734 -4.04586 0.02457 0.021 0.058 -0.099
H 4.88254 -4.79170 -0.53886 0.031 -0.119 0.169
O -2.81243 -1.00400 3.03494 0.133 0.234 -0.176
H -3.40683 -1.37228 3.69661 -0.077 0.057 0.016
H -2.83913 -0.05198 3.21136 -0.030 -0.053 0.233
O -2.29969 1.40366 4.72961 -0.057 0.092 -0.112
H -2.84276 0.94776 5.39021 -0.081 -0.108 -0.112
H -2.39488 2.33700 4.94975 -0.021 0.002 0.070
O -3.75607 3.74627 -4.83194 0.187 0.001 0.080
H -2.85658 4.06374 -4.98308 -0.003 -0.046 -0.096
H -3.66540 3.09694 -4.12690 -0.035 0.047 0.007
O 2.39702 1.00809 -5.67618 -0.158 -0.098 0.123
H 1.96668 1.11423 -6.53073 0.026 -0.025 -0.046
H 2.11867 1.78041 -5.16888 0.057 0.060 0.037
O 6.57853 -2.19069 -2.35013 -0.014 0.088 -0.033
H 7.35334 -1.66737 -2.58050 0.013 -0.005 0.023
H 6.17660 -2.40358 -3.19850 0.013 -0.046 0.001
O -4.76406 2.71117 1.03676 -0.047 -0.185 0.243
H -3.82340 2.54285 1.16338 0.053 0.016 -0.152
H -5.05416 2.01738 0.43653 -0.018 0.073 -0.062
O 4.28700 4.12285 -3.73642 -0.044 -0.158 0.056
H 3.43106 3.70704 -3.58444 -0.133 0.056 -0.036
H 4.54575 3.82528 -4.61432 0.042 0.033 0.002
O -2.91396 6.48736 -5.47024 -0.052 -0.069 0.211
H -3.56755 5.98715 -4.96583 -0.107 0.007 -0.111
H -3.09313 7.40568 -5.24742 0.074 0.032 -0.071
O -4.43924 -0.50891 5.71318 0.293 -0.406 -0.179
H -4.22600 -1.41205 5.97522 -0.123 0.011 0.233
H -5.31355 -0.57594 5.30411 -0.020 0.409 -0.074
O 0.04680 1.80297 3.10399 -0.040 -0.027 -0.009
H -0.56628 1.28165 3.65487 -0.130 0.228 -0.004
H -0.04510 2.70344 3.43909 0.112 -0.032 0.140
O -3.24259 -1.14690 -4.71403 0.029 0.246 -0.029
H -2.47485 -1.36184 -5.25551 -0.155 -0.077 -0.107
H -3.01701 -1.42359 -3.82115 0.024 -0.229 0.010
O 4.82813 -6.17248 1.44014 -0.178 -0.266 0.148
H 4.31011 -6.66438 2.09008 0.049 -0.023 0.091
H 4.67073 -5.24935 1.65727 0.031 0.042 -0.101
O -0.33681 -0.49475 -4.71014 0.518 -1.999 0.617
H 0.58741 -0.54322 -4.43631 0.372 -0.036 -0.399
H -0.83551 -0.89922 -3.98955 -0.015 -0.468 0.036
O -1.88958 -0.41556 7.90396 0.004 -0.052 -0.123
H -1.05718 -0.75524 7.55908 0.049 0.057 0.065
H -2.49079 -0.43229 7.15427 -0.077 0.020 0.078
O 3.11827 -6.47639 4.03331 -0.017 0.085 -0.010
H 2.60042 -6.95666 4.68585 0.042 -0.068 -0.013
H 2.97838 -5.54426 4.23760 -0.038 0.055 -0.117
O 3.08696 -3.26659 3.56902 0.077 -0.038 0.011
H 4.00770 -3.18982 3.84470 -0.018 0.039 0.058
H 3.08225 -2.92603 2.66936 0.051 -0.099 -0.050
O -6.04768 0.88496 3.51608 0.216 -0.269 0.042
H -5.26314 1.37070 3.23887 -0.072 0.201 -0.018
H -6.49438 0.69843 2.68515 -0.161 0.030 0.037
O 1.55285 1.78146 5.66526 -0.088 0.039 -0.064
H 2.39173 2.24380 5.57539 0.017 -0.020 0.065
H 1.20912 1.70357 4.76696 0.224 -0.069 0.038
```
Forces are in eV/Å.

Net charge: +1

=====

C2H4N4O in the gas phase. Source: the OMol25 dataset; level of theory: ωB97M-V/def2-TZVPD.

```
11
Properties=species:S:1:pos:R:3:forces:R:3
H 1.38181 -1.79477 1.72916 -0.098 0.079 0.064
N 1.16918 -0.90850 1.27468 -0.226 -0.157 -0.269
C 0.55393 -1.12150 0.19794 0.181 0.170 0.314
O 0.16770 -2.33597 -0.25174 -0.080 0.077 -0.114
N 0.24265 -0.11983 -0.78288 -0.029 -0.211 -0.083
N 1.14299 1.19606 -0.51992 -0.392 0.194 -0.084
C -0.09106 1.15733 -0.33460 0.408 0.115 -0.074
N -1.19117 1.85160 -0.03387 0.042 -0.083 0.148
H -0.15763 -2.22245 -1.15773 0.054 0.004 0.085
H -1.11941 2.85251 0.06520 -0.004 -0.167 -0.002
H -2.09900 1.44552 -0.18624 0.143 -0.021 0.016
```
Forces are in eV/Å.

Net charge: 0
SMILES: [H]/N=C(\O)N1N=C1N

=====

The calculation returns the following ΔE to the lowest compared entry with this formula, charge and spin values, one per record and in order: 145.12 13.65 15.70 69.94 kcal per mole.
The calculation returns the following LUMO level values, one per record and in order: -0.0405 0.0234 -0.1143 0.0212 Ha.
The calculation returns the following E_tot values, one per record and in order: -67930.9090 -37907.0391 -71324.1450 -10144.1017 eV.